No. 1
{
  "formula": "C22H26N2O3",
  "method": "ωB97M-V/def2-TZVPD",
  "species": ["C", "O", "C", "C", "C", "C", "C", "C", "O", "C", "C", "C", "C", "C", "C", "C", "H", "H", "C", "O", "N", "C", "H", "C", "N", "C", "H", "C", "H", "H", "C", "H", "C", "C", "H", "H", "H", "H", "H", "H", "H", "H", "H", "H", "H", "H", "H", "H", "H", "H", "H", "H", "H"],
  "positions_angstrom": [[3.148, 2.563, 2.568], [3.647, 2.312, 3.740], [3.412, 1.033, 4.396], [4.158, 1.051, 5.687], [4.207, 0.003, 6.405], [3.292, -1.048, 6.173], [2.596, -0.885, 5.032], [2.830, -0.031, 4.047], [2.123, 0.048, 2.900], [2.229, -0.897, 1.916], [1.003, -1.159, 1.130], [-0.129, -0.865, 1.540], [-1.170, -0.694, 0.499], [-1.190, -1.192, -0.691], [0.272, -1.443, -1.236], [1.205, -1.238, -0.202], [2.242, -1.363, -0.727], [0.300, -1.585, -2.153], [-2.348, -1.406, -1.721], [-3.080, -2.268, -1.513], [-2.443, -0.280, -2.470], [-1.818, 0.937, -2.380], [-1.051, 0.896, -1.741], [-1.199, 1.018, -3.826], [-1.927, 0.559, -5.123], [-2.880, 1.964, -5.481], [-2.962, 2.817, -4.618], [-4.205, 1.282, -5.993], [-5.014, 1.824, -5.255], [-4.387, 1.875, -6.999], [-3.986, -0.204, -5.972], [-3.451, -0.463, -6.961], [-2.988, -0.334, -4.873], [-3.499, -0.233, -3.492], [-4.073, -1.211, -3.293], [-4.392, 0.342, -3.307], [-2.263, -1.317, -5.118], [-5.110, -0.503, -5.629], [-2.287, 2.531, -6.122], [-0.602, 1.851, -3.947], [-0.506, 0.299, -4.055], [-2.513, 1.868, -2.198], [-2.256, -0.559, 1.070], [-0.312, -0.334, 2.534], [2.417, -1.990, 2.539], [3.103, -0.706, 1.251], [1.954, -1.776, 4.510], [3.105, -1.881, 6.612], [4.582, -0.255, 7.447], [4.767, 1.844, 6.212], [3.682, 1.763, 1.815], [2.159, 2.385, 2.487], [3.490, 3.439, 2.127]],
  "charge": 0,
  "largest_force_ev_per_a": 13.57,
  "smiles": "COc1ccccc1OCc1ccc(C(=O)N2CCN3CCC[C@@H]3C2)cc1",
  "gap_ev": 9.27,
  "relative_energy_kcal_mol": 389.9
}

No. 2
{
  "formula": "C22H26N2O4S",
  "method": "ωB97M-V/def2-TZVPD",
  "species": ["C", "H", "O", "C", "C", "C", "C", "C", "C", "C", "C", "C", "C", "C", "N", "C", "N", "C", "O", "C", "C", "H", "H", "S", "H", "H", "C", "H", "H", "H", "C", "O", "O", "C", "H", "C", "C", "H", "H", "H", "C", "H", "H", "H", "H", "H", "H", "H", "H", "H", "H", "H", "H", "H", "H"],
  "positions_angstrom": [[3.450, -0.449, 1.494], [2.480, -0.142, 1.902], [3.528, -0.238, 0.101], [3.482, 1.094, -0.275], [4.658, 1.687, -0.715], [4.677, 3.015, -1.100], [3.520, 3.771, -1.018], [2.348, 3.188, -0.576], [2.298, 1.841, -0.221], [1.020, 1.259, 0.184], [0.605, 0.046, -0.159], [-0.722, -0.517, 0.264], [-1.652, -0.665, -0.918], [-1.815, -1.884, -1.491], [-1.107, -2.968, -1.028], [-0.505, -2.922, 0.097], [-0.508, -1.817, 0.928], [-0.292, -1.794, 2.282], [-0.289, -0.758, 2.906], [-0.057, -3.145, 2.926], [1.011, -3.902, 2.161], [1.907, -3.297, 2.020], [1.279, -4.834, 2.655], [0.358, -4.375, 0.523], [-0.990, -3.715, 2.934], [0.253, -2.970, 3.958], [-2.700, -2.181, -2.649], [-3.733, -1.939, -2.407], [-2.424, -1.562, -3.500], [-2.612, -3.232, -2.905], [-2.296, 0.544, -1.430], [-3.057, 0.587, -2.371], [-1.932, 1.629, -0.721], [-2.479, 2.886, -1.102], [-1.692, 3.448, -1.618], [-2.955, 3.644, 0.139], [-3.369, 5.060, -0.251], [-4.188, 5.030, -0.966], [-2.538, 5.596, -0.703], [-3.698, 5.610, 0.626], [-4.111, 2.901, 0.804], [-4.958, 2.834, 0.125], [-3.807, 1.893, 1.077], [-4.427, 3.420, 1.705], [-2.118, 3.694, 0.843], [-3.307, 2.717, -1.799], [-1.174, 0.144, 1.012], [1.215, -0.604, -0.772], [0.367, 1.901, 0.761], [1.440, 3.771, -0.520], [3.531, 4.814, -1.298], [5.597, 3.462, -1.447], [5.554, 1.086, -0.753], [3.592, -1.518, 1.645], [4.244, 0.094, 2.019]],
  "charge": 0,
  "largest_force_ev_per_a": 1.00,
  "smiles": "COc1ccccc1/C=C/[C@H]1C(C(=O)OCC(C)C)=C(C)N=C2SCCC(=O)N21",
  "gap_ev": 8.30,
  "relative_energy_kcal_mol": 45.8
}

No. 3
{
  "formula": "C22H26N4O4S2",
  "method": "ωB97M-V/def2-TZVPD",
  "species": ["C", "C", "H", "H", "O", "C", "O", "C", "C", "N", "C", "O", "C", "H", "H", "S", "C", "N", "N", "C", "O", "C", "N", "C", "C", "C", "C", "C", "C", "C", "H", "H", "H", "H", "C", "H", "H", "H", "H", "H", "H", "H", "H", "H", "S", "C", "C", "C", "H", "H", "H", "C", "H", "H", "H", "H", "H", "H"],
  "positions_angstrom": [[-3.229, -0.299, -0.839], [-2.035, -1.126, -1.292], [-2.343, -1.913, -1.982], [-1.535, -1.574, -0.428], [-1.096, -0.339, -2.023], [-0.253, 0.408, -1.313], [-0.262, 0.427, -0.088], [0.673, 1.195, -2.117], [1.646, 1.963, -1.499], [1.849, 2.030, -0.147], [2.759, 2.855, 0.419], [3.489, 3.570, -0.234], [2.791, 2.799, 1.936], [3.400, 3.618, 2.314], [3.182, 1.839, 2.274], [1.131, 2.985, 2.679], [0.672, 1.321, 2.717], [1.414, 0.292, 2.437], [0.635, -0.794, 2.617], [-0.530, -0.381, 2.987], [-0.576, 0.972, 3.081], [-1.702, -1.228, 3.343], [-1.450, -2.621, 3.066], [-1.933, -3.186, 1.881], [-3.285, -3.077, 1.566], [-3.804, -3.686, 0.439], [-2.988, -4.428, -0.402], [-1.643, -4.543, -0.077], [-1.096, -3.937, 1.042], [0.370, -4.064, 1.337], [0.818, -3.082, 1.495], [0.880, -4.548, 0.508], [0.535, -4.665, 2.232], [-0.996, -5.117, -0.726], [-3.543, -5.110, -1.617], [-2.815, -5.112, -2.427], [-4.450, -4.617, -1.959], [-3.788, -6.147, -1.387], [-4.857, -3.590, 0.218], [-3.940, -2.524, 2.223], [-0.475, -2.842, 3.223], [-1.909, -1.092, 4.415], [-2.575, -0.877, 2.786], [1.237, 1.405, 0.385], [2.610, 2.848, -2.602], [1.709, 2.182, -3.942], [0.725, 1.331, -3.543], [-0.196, 0.626, -4.483], [0.024, 0.901, -5.510], [-0.094, -0.451, -4.372], [-1.230, 0.882, -4.260], [2.075, 2.586, -5.329], [1.235, 3.068, -5.829], [2.906, 3.285, -5.301], [2.372, 1.720, -5.920], [-2.905, 0.477, -0.148], [-3.712, 0.170, -1.693], [-3.939, -0.948, -0.336]],
  "charge": 0,
  "largest_force_ev_per_a": 1.61,
  "smiles": "CCOC(=O)c1c(NC(=O)CSc2nnc(CNc3ccc(C)cc3C)o2)sc(C)c1C",
  "gap_ev": 8.51,
  "relative_energy_kcal_mol": 33.2
}

No. 4
{
  "formula": "C22H26N4O4S2",
  "method": "ωB97M-V/def2-TZVPD",
  "species": ["C", "H", "H", "H", "C", "N", "C", "C", "C", "C", "C", "N", "C", "O", "C", "C", "C", "C", "C", "C", "H", "H", "S", "O", "O", "N", "C", "H", "C", "H", "O", "C", "H", "C", "H", "H", "H", "H", "H", "H", "H", "H", "S", "C", "N", "C", "H", "C", "H", "H", "H", "H", "H", "C", "H", "H", "H", "H"],
  "positions_angstrom": [[2.760, -2.219, 3.852], [1.776, -2.175, 4.313], [2.901, -3.209, 3.424], [3.504, -2.076, 4.631], [2.923, -1.130, 2.781], [2.012, -1.237, 1.649], [0.622, -0.903, 1.956], [-0.328, -1.560, 1.026], [-0.133, -2.811, 0.537], [-1.176, -3.232, -0.339], [-2.147, -2.268, -0.498], [-3.310, -2.386, -1.235], [-3.940, -1.402, -1.957], [-5.061, -1.557, -2.378], [-3.116, -0.182, -2.211], [-3.633, 1.078, -1.932], [-2.865, 2.205, -2.173], [-1.601, 2.062, -2.711], [-1.099, 0.819, -3.048], [-1.856, -0.310, -2.794], [-1.476, -1.288, -3.053], [-0.128, 0.755, -3.515], [-0.564, 3.513, -2.949], [0.353, 3.234, -4.012], [-1.416, 4.660, -3.020], [0.345, 3.681, -1.571], [1.453, 2.784, -1.342], [1.766, 2.400, -2.312], [1.058, 1.655, -0.386], [1.928, 1.068, -0.087], [0.510, 2.175, 0.810], [-0.635, 2.962, 0.559], [-0.973, 3.319, 1.533], [-0.301, 4.139, -0.364], [-1.195, 4.685, -0.659], [0.385, 4.820, 0.153], [-1.421, 2.336, 0.108], [0.323, 0.993, -0.869], [2.274, 3.362, -0.902], [-3.234, 3.197, -1.964], [-4.627, 1.163, -1.520], [-3.792, -3.279, -1.205], [-1.803, -0.847, 0.452], [-1.207, -4.477, -0.986], [-1.226, -5.496, -1.513], [1.158, -3.477, 0.862], [1.132, -3.892, 1.873], [2.230, -2.370, 0.771], [2.230, -2.001, -0.265], [3.216, -2.790, 0.973], [1.376, -4.284, 0.162], [0.502, 0.184, 1.917], [0.362, -1.230, 2.977], [2.824, 0.259, 3.409], [2.816, 1.021, 2.634], [3.678, 0.428, 4.058], [1.920, 0.361, 4.003], [3.928, -1.228, 2.351]],
  "charge": 0,
  "largest_force_ev_per_a": 1.20,
  "smiles": "CC(C)N1CCc2c(sc(NC(=O)c3ccc(S(=O)(=O)N4CCOCC4)cc3)c2C#N)C1",
  "gap_ev": 8.16,
  "relative_energy_kcal_mol": 73.1
}

No. 5
{
  "formula": "C22H26N4O5S",
  "method": "ωB97M-V/def2-TZVPD",
  "species": ["C", "H", "H", "H", "C", "N", "C", "N", "N", "C", "C", "H", "O", "C", "C", "C", "C", "C", "C", "H", "H", "H", "O", "C", "H", "H", "H", "H", "H", "S", "C", "H", "H", "C", "O", "N", "C", "C", "C", "C", "C", "C", "O", "C", "H", "H", "H", "H", "H", "O", "C", "H", "H", "H", "H", "H", "H", "H"],
  "positions_angstrom": [[-2.141, -3.545, -0.696], [-3.027, -4.060, -1.056], [-1.826, -4.004, 0.238], [-1.349, -3.659, -1.432], [-2.461, -2.068, -0.486], [-1.309, -1.347, -0.011], [-0.227, -0.957, -0.744], [0.664, -0.378, 0.022], [0.183, -0.387, 1.275], [-0.988, -0.958, 1.261], [-1.875, -1.128, 2.448], [-1.340, -0.762, 3.332], [-2.337, -2.448, 2.623], [-1.424, -3.435, 2.899], [-0.064, -3.210, 3.067], [0.784, -4.284, 3.319], [0.263, -5.574, 3.412], [-1.092, -5.781, 3.254], [-1.942, -4.722, 2.994], [-3.002, -4.868, 2.863], [-1.493, -6.780, 3.328], [0.939, -6.391, 3.608], [2.128, -4.168, 3.480], [2.715, -2.889, 3.391], [2.354, -2.227, 4.184], [2.530, -2.423, 2.419], [3.784, -3.049, 3.517], [0.337, -2.214, 2.995], [-2.784, -0.530, 2.317], [-0.110, -1.207, -2.456], [1.447, -0.319, -2.791], [1.829, -0.746, -3.718], [2.116, -0.518, -1.957], [1.189, 1.173, -2.993], [1.144, 1.657, -4.105], [1.019, 1.832, -1.828], [0.716, 3.183, -1.630], [0.650, 4.107, -2.661], [0.348, 5.437, -2.388], [0.123, 5.830, -1.072], [0.185, 4.910, -0.041], [0.474, 3.581, -0.302], [0.539, 2.581, 0.633], [0.408, 2.910, 1.991], [-0.582, 3.324, 2.213], [1.179, 3.620, 2.309], [0.535, 1.966, 2.519], [0.002, 5.243, 0.968], [-0.104, 6.864, -0.871], [0.254, 6.414, -3.333], [0.461, 6.059, -4.680], [0.325, 6.978, -5.250], [1.473, 5.677, -4.845], [-0.265, 5.312, -5.015], [0.836, 3.762, -3.663], [1.071, 1.294, -0.960], [-3.257, -1.956, 0.252], [-2.773, -1.615, -1.433]],
  "charge": 0,
  "largest_force_ev_per_a": 1.19,
  "smiles": "CCn1c(COc2cccc(OC)c2)nnc1SCC(=O)Nc1cc(OC)ccc1OC",
  "gap_ev": 8.11,
  "relative_energy_kcal_mol": 77.1
}

No. 6
{
  "formula": "C22H27AlClO",
  "method": "ωB97M-V/def2-TZVPD",
  "species": ["C", "C", "C", "H", "C", "C", "H", "H", "H", "H", "Al", "Cl", "C", "C", "C", "H", "C", "C", "H", "H", "H", "H", "C", "C", "C", "C", "C", "C", "C", "C", "C", "C", "C", "C", "O", "H", "H", "H", "H", "H", "H", "H", "H", "H", "H", "H", "H", "H", "H", "H", "H", "H"],
  "positions_angstrom": [[1.869, 1.173, -0.556], [0.911, 2.161, -0.138], [-0.176, 2.115, -1.025], [1.038, 2.848, 0.686], [0.075, 1.149, -2.027], [1.330, 0.538, -1.757], [1.938, 0.020, -2.484], [2.913, 1.187, -0.300], [-1.041, 2.758, -0.982], [-0.537, 0.975, -2.904], [0.746, -0.423, 0.289], [1.847, -0.159, 2.135], [-1.294, -1.233, 1.261], [-2.117, -0.999, 0.094], [-2.433, 0.377, 0.058], [-2.517, -1.764, -0.557], [-1.889, 0.998, 1.221], [-1.246, 0.011, 1.998], [-0.852, 0.140, 2.990], [-1.163, -2.200, 1.712], [-3.019, 0.871, -0.698], [-1.983, 2.033, 1.492], [0.467, -3.035, -4.065], [-0.082, -3.274, -2.668], [-1.258, -4.233, -2.682], [1.021, -3.866, -1.785], [1.596, -5.069, -2.153], [2.617, -5.630, -1.377], [3.055, -4.998, -0.224], [2.503, -3.813, 0.235], [3.140, -3.342, 1.567], [3.048, -4.422, 2.655], [4.616, -2.994, 1.387], [1.497, -3.238, -0.605], [0.966, -2.063, -0.390], [0.835, -3.970, -4.501], [1.297, -2.319, -4.042], [-0.313, -2.639, -4.716], [-0.398, -2.320, -2.239], [-0.953, -5.213, -3.063], [-1.661, -4.371, -1.672], [-2.055, -3.853, -3.321], [1.221, -5.543, -3.056], [3.089, -6.586, -1.663], [3.856, -5.406, 0.391], [2.622, -2.455, 1.914], [3.559, -5.339, 2.354], [3.543, -4.116, 3.585], [2.016, -4.699, 2.890], [4.738, -2.153, 0.699], [5.096, -2.735, 2.339], [5.169, -3.847, 0.984]],
  "charge": -1,
  "largest_force_ev_per_a": 2.05,
  "gap_ev": 7.10
}